# 1
This record from the Open Molecules 2025 dataset describes 4 unconnected molecules or ions with the total composition C8H16Cl8. The level of theory is ωB97M-V/def2-TZVPD.

Properties
LUMO level: 0.01885 hartree
gap between HOMO and LUMO: 11.17 eV
DFT total energy: -108735.9773 eV
max |F|: 0.01276 Eh/bohr
structure (SMILES): ClCCCl.ClCCCl.ClCCCl.ClCCCl

Bonds (Å) are listed after each position.
Geometry (Å):
1 Cl 40.58 21.41 4.95  C13 1.778
2 Cl 43.63 23.04 1.92  C11 1.783
3 Cl 32.11 18.79 4.07  C12 1.790
4 Cl 44.14 21.24 7.36  C16 1.781
5 Cl 34.60 19.79 2.08  C9 1.772
6 Cl 43.38 21.96 -1.23  C14 1.784
7 Cl 38.41 22.74 0.39  C15 1.788
8 Cl 39.25 19.44 0.42  C10 1.784
9 C 32.94 19.48 1.55  Cl5 1.772, C12 1.507, H20 1.086, H26 1.089
10 C 38.85 20.47 1.82  Cl8 1.784, C15 1.494, H19 1.090, H30 1.084
11 C 42.11 22.72 1.05  Cl2 1.783, C14 1.490, H27 1.087, H32 1.091
12 C 31.93 19.82 2.62  Cl3 1.790, C9 1.507, H24 1.088, H28 1.086
13 C 42.22 21.75 5.56  Cl1 1.778, C16 1.507, H21 1.087, H29 1.087
14 C 42.19 23.00 -0.41  Cl6 1.784, C11 1.490, H18 1.086, H25 1.088
15 C 37.81 21.49 1.51  Cl7 1.788, C10 1.494, H22 1.084, H23 1.091
16 C 42.48 20.92 6.79  Cl4 1.781, C13 1.507, H17 1.086, H31 1.086
17 H 41.80 21.16 7.60  C16 1.086
18 H 42.45 24.04 -0.60  C14 1.086
19 H 38.47 19.81 2.61  C10 1.090
20 H 32.88 18.44 1.26  C9 1.086
21 H 42.29 22.81 5.76  C13 1.087
22 H 36.92 21.04 1.07  C15 1.084
23 H 37.53 21.99 2.43  C15 1.091
24 H 30.91 19.65 2.28  C12 1.088
25 H 41.23 22.78 -0.86  C14 1.088
26 H 32.77 20.10 0.67  C9 1.089
27 H 41.82 21.69 1.24  C11 1.087
28 H 32.02 20.85 2.96  C12 1.086
29 H 42.94 21.52 4.78  C13 1.087
30 H 39.75 20.94 2.18  C10 1.084
31 H 42.40 19.86 6.54  C16 1.086
32 H 41.34 23.35 1.51  C11 1.091

Mulliken population analysis, charges in e, atoms 1 to 4:
1. Cl -0.190
2. Cl -0.204
3. Cl -0.178
4. Cl -0.197

# 2
This record from the Open Molecules 2025 dataset describes 3 unconnected molecules or ions with the total composition C32H68BN3O3Si. The level of theory is ωB97M-V/def2-TZVPD.

Properties
LUMO level: 0.01456 hartree
gap between HOMO and LUMO: 8.42 eV
DFT total energy: -53452.1359 eV
max |F|: 0.03497 Eh/bohr
structure (SMILES): C=CC[Si](CC=C)(CCCCCCCCCCCCCCCCCC)B(O)N(C)C.CN(C)C=O.CN(C)C=O

Bonds (Å) are listed after each position.
Geometry (Å):
1 Si 5.52 -1.46 -1.06  C14 1.907, C21 1.894, C30 1.885, B40 2.045
2 O -0.55 3.47 5.45  C22 1.218
3 O 8.35 -1.42 -1.82  B40 1.374, H41 0.968
4 O -5.53 1.00 4.91  C32 1.218
5 N 0.72 4.60 3.95  C17 1.448, C22 1.344, C35 1.454
6 N -3.86 2.02 6.04  C32 1.344, C33 1.449, C37 1.454
7 N 7.12 0.43 -2.92  C12 1.458, C25 1.459, B40 1.478
8 C -4.55 0.21 -2.76  C29 1.533, C39 1.539, H46 1.092, H85 1.095
9 C 3.49 0.48 -0.50  C14 1.496, C20 1.315, H99 1.087
10 C -6.82 1.66 -0.54  C18 1.541, C31 1.529, H53 1.095, H84 1.093
11 C 7.01 -1.99 1.31  C21 1.509, C38 1.355, H51 1.091
12 C 7.72 0.20 -4.23  N7 1.458, H49 1.091, H68 1.094, H80 1.100
13 C -5.38 -2.17 -2.29  C15 1.535, C29 1.540, H72 1.092, H93 1.091
14 C 4.04 -0.38 -1.59  Si1 1.907, C9 1.496, H75 1.094, H98 1.092
15 C -4.60 -3.45 -1.99  C13 1.535, C34 1.539, H87 1.093, H92 1.094
16 C -4.93 2.71 -2.02  C18 1.528, C39 1.549, H60 1.093, H65 1.093
17 C 1.31 5.85 3.53  N5 1.448, H50 1.088, H57 1.092, H78 1.092
18 C -6.41 2.40 -1.83  C10 1.541, C16 1.528, H58 1.095, H105 1.091
19 C 0.42 -4.07 -2.89  C26 1.539, C36 1.539, H69 1.093, H100 1.093
20 C 2.68 0.04 0.44  C9 1.315, H47 1.080, H62 1.085
21 C 5.77 -1.29 0.81  Si1 1.894, C11 1.509, H76 1.089, H96 1.102
22 C -0.03 4.50 5.06  O2 1.218, N5 1.344, H88 1.103
23 C 3.87 -3.81 -1.17  C28 1.539, C30 1.539, H44 1.095, H103 1.093
24 C -2.01 -3.54 -2.17  C26 1.538, C34 1.538, H61 1.093, H70 1.094
25 C 7.67 1.62 -2.28  N7 1.459, H56 1.103, H90 1.093, H106 1.092
26 C -0.84 -3.22 -3.12  C19 1.539, C24 1.538, H79 1.093, H97 1.093
27 C -6.35 0.99 1.84  C31 1.529, H48 1.087, H101 1.094, H108 1.094
28 C 2.91 -3.67 -2.37  C23 1.539, C36 1.540, H73 1.092, H82 1.092
29 C -4.72 -0.90 -1.72  C8 1.533, C13 1.540, H66 1.096, H95 1.090
30 C 5.28 -3.29 -1.46  Si1 1.885, C23 1.539, H43 1.095, H86 1.094
31 C -5.92 1.88 0.67  C10 1.529, C27 1.529, H64 1.095, H83 1.090
32 C -4.80 1.08 5.88  O4 1.218, N6 1.344, H71 1.103
33 C -3.01 2.08 7.21  N6 1.449, H52 1.089, H67 1.089, H74 1.092
34 C -3.36 -3.63 -2.89  C15 1.539, C24 1.538, H63 1.094, H91 1.094
35 C 0.94 3.40 3.15  N5 1.454, H45 1.090, H94 1.090, H102 1.087
36 C 1.45 -3.44 -1.94  C19 1.539, C28 1.540, H81 1.093, H89 1.094
37 C -3.69 3.01 4.99  N6 1.454, H42 1.091, H54 1.092, H104 1.084
38 C 7.41 -1.96 2.60  C11 1.355, H59 1.090, H77 1.086
39 C -3.96 1.51 -2.19  C8 1.539, C16 1.549, H55 1.093, H107 1.093
40 B 7.17 -0.75 -2.03  Si1 2.045, O3 1.374, N7 1.478
41 H 9.14 -0.86 -1.92  O3 0.968
42 H -3.44 2.53 4.05  C37 1.091
43 H 6.03 -3.83 -0.88  C30 1.095
44 H 3.44 -3.29 -0.31  C23 1.095
45 H 1.44 2.63 3.75  C35 1.090
46 H -5.47 0.38 -3.32  C8 1.092
47 H 2.55 0.57 1.37  C20 1.080
48 H -5.77 1.19 2.74  C27 1.087
49 H 7.25 -0.65 -4.71  C12 1.091
50 H 1.05 6.63 4.23  C17 1.088
51 H 7.60 -2.55 0.59  C11 1.091
52 H -3.28 1.27 7.89  C33 1.089
53 H -7.80 2.04 -0.25  C10 1.095
54 H -4.62 3.56 4.85  C37 1.092
55 H -3.17 1.84 -2.87  C39 1.093
56 H 8.78 1.62 -2.28  C25 1.103
57 H 2.40 5.77 3.49  C17 1.092
58 H -6.92 3.37 -1.81  C18 1.095
59 H 6.73 -2.29 3.39  C38 1.090
60 H -4.83 3.33 -2.92  C16 1.093
61 H -2.09 -2.78 -1.38  C24 1.093
62 H 2.16 -0.90 0.31  C20 1.085
63 H -3.39 -4.62 -3.36  C34 1.094
64 H -6.08 2.91 0.99  C31 1.095
65 H -4.57 3.32 -1.19  C16 1.093
66 H -3.70 -1.17 -1.41  C29 1.096
67 H -1.96 1.98 6.93  C33 1.089
68 H 7.52 1.06 -4.87  C12 1.094
69 H 0.11 -5.03 -2.47  C19 1.093
70 H -1.83 -4.49 -1.66  C24 1.094
71 H -4.87 0.38 6.73  C32 1.103
72 H -5.45 -2.08 -3.37  C13 1.092
73 H 2.96 -4.60 -2.95  C28 1.092
74 H -3.15 3.03 7.74  C33 1.092
75 H 3.23 -1.03 -1.94  C14 1.094
76 H 5.82 -0.24 1.07  C21 1.089
77 H 8.36 -1.57 2.94  C38 1.086
78 H 0.95 6.13 2.54  C17 1.092
79 H -0.60 -2.16 -3.02  C26 1.093
80 H 8.81 0.06 -4.20  C12 1.100
81 H 1.28 -2.36 -1.85  C36 1.093
82 H 3.23 -2.83 -3.00  C28 1.092
83 H -4.86 1.71 0.45  C31 1.090
84 H -6.97 0.59 -0.73  C10 1.093
85 H -3.83 -0.19 -3.48  C8 1.095
86 H 5.54 -3.47 -2.51  C30 1.094
87 H -5.26 -4.30 -2.13  C15 1.093
88 H -0.15 5.46 5.59  C22 1.103
89 H 1.33 -3.88 -0.95  C36 1.094
90 H 7.37 2.52 -2.82  C25 1.093
91 H -3.38 -2.91 -3.71  C34 1.094
92 H -4.29 -3.47 -0.94  C15 1.094
93 H -6.37 -2.28 -1.84  C13 1.091
94 H 0.00 3.00 2.80  C35 1.090
95 H -5.21 -0.54 -0.82  C29 1.090
96 H 4.84 -1.68 1.26  C21 1.102
97 H -1.18 -3.39 -4.15  C26 1.093
98 H 4.35 0.22 -2.45  C14 1.092
99 H 3.78 1.53 -0.47  C9 1.087
100 H 0.89 -4.28 -3.85  C19 1.093
101 H -6.27 -0.06 1.56  C27 1.094
102 H 1.57 3.66 2.30  C35 1.087
103 H 3.92 -4.88 -0.92  C23 1.093
104 H -2.89 3.69 5.26  C37 1.084
105 H -6.82 1.88 -2.70  C18 1.091
106 H 7.32 1.70 -1.25  C25 1.092
107 H -3.44 1.27 -1.25  C39 1.093
108 H -7.40 1.17 2.09  C27 1.094

Mulliken population analysis, charges in e, atoms 1 to 4:
1. Si -0.978
2. O -0.592
3. O -0.570
4. O -0.590